ORCA calculation (ωB97M-V with the def2-TZVPD basis set) on a molecular structure, C5H11N2.

Calculated values
- E (Eh) = -306.27654
- HOMO (hartree) = -0.479
- maximum force (eV Å⁻¹) = 6.7
- orbital gap (hartree) = 0.338
- relative energy (zero: lowest compared OMol25 entry of this formula, charge and spin) (kcal/mol) = 67.1
- charge = +1

```
18
C5H11N2 (ωB97M-V with the def2-TZVPD basis set)
C -2.40 -0.40 0.01
C 1.78 0.80 0.73
C -1.24 -0.45 -0.66
C -1.02 -0.70 -2.12
C 0.06 -0.78 0.71
N 2.61 1.75 1.16
N 0.67 0.34 1.22
H -2.41 -0.20 1.11
H -3.34 -0.27 -0.55
H 2.05 0.35 -0.27
H -1.52 -1.79 -2.45
H -1.46 -0.01 -2.82
H -0.08 -0.89 -2.58
H -0.57 -1.37 1.48
H 0.69 -1.36 0.19
H 3.54 1.95 0.76
H 2.53 2.20 2.11
H 0.14 0.83 1.96
```